Entry from the OMol25 dataset: a cluster of 9 separate species, C31H44Cl16F3NOS in total at a distorted geometry (wB97M-V/def2-TZVPD).

ORCA input file:
```
! RIJCOSX wB97M-V def2-TZVPD def2/J DEFGRID3
* xyz 0 1
O 3.00 -1.35 1.91
C 3.56 -0.20 1.30
C 2.59 1.01 1.26
C 1.21 0.73 1.84
C 0.77 1.34 2.99
C -0.49 1.04 3.50
C -1.26 0.12 2.83
C -0.84 -0.47 1.64
C 0.40 -0.17 1.14
N -1.70 -1.40 0.94
C -2.19 -2.44 1.80
C -2.05 -3.76 1.42
C -2.52 -4.76 2.25
C -3.15 -4.44 3.44
C -3.30 -3.12 3.84
C -2.81 -2.14 3.01
S -2.88 -0.39 3.40
C 4.81 0.18 2.15
F 4.41 0.76 3.30
F 5.50 -0.91 2.53
F 5.60 1.00 1.43
H 3.25 -2.14 1.41
H 3.93 -0.46 0.29
H 3.02 1.92 1.70
H 2.42 1.25 0.20
H 1.41 2.05 3.52
H -0.84 1.52 4.41
H 0.80 -0.62 0.23
H -2.50 -0.84 0.64
H -1.54 -3.93 0.47
H -2.38 -5.80 1.95
H -3.49 -5.28 4.04
H -3.79 -2.87 4.79
Cl -4.08 1.34 1.01
C -5.75 1.33 0.37
C -6.06 0.06 -0.37
Cl -5.14 -0.08 -1.90
H -5.87 2.20 -0.27
H -6.42 1.43 1.22
H -7.11 0.02 -0.64
H -5.83 -0.82 0.23
Cl 9.79 -2.76 3.51
C 9.78 -1.35 2.41
C 8.76 -1.49 1.31
Cl 9.19 -2.77 0.15
H 10.79 -1.23 2.02
H 9.55 -0.48 3.02
H 8.70 -0.56 0.75
H 7.77 -1.72 1.71
Cl -8.75 -1.35 -1.79
C -8.20 -2.26 -3.22
C -8.32 -3.75 -3.02
Cl -7.16 -4.35 -1.80
H -7.18 -1.96 -3.43
H -8.83 -1.95 -4.06
H -8.10 -4.27 -3.95
H -9.32 -4.03 -2.70
Cl 0.25 2.18 -1.32
C 0.25 3.92 -1.71
C 1.43 4.65 -1.11
Cl 1.32 4.74 0.67
H -0.69 4.34 -1.36
H 0.27 4.00 -2.80
H 1.45 5.68 -1.48
H 2.37 4.18 -1.37
Cl -9.17 -0.42 1.32
C -10.60 -1.48 1.20
C -11.59 -1.22 2.31
Cl -10.97 -1.74 3.90
H -10.25 -2.51 1.20
H -11.07 -1.27 0.24
H -12.50 -1.79 2.13
H -11.85 -0.17 2.38
Cl 2.76 2.66 -3.34
C 4.18 3.20 -4.27
C 4.08 4.65 -4.67
Cl 2.80 4.94 -5.87
H 4.27 2.55 -5.14
H 5.05 3.05 -3.64
H 5.02 4.97 -5.12
H 3.88 5.29 -3.81
Cl 5.43 -4.48 7.16
C 6.72 -3.35 6.70
C 7.89 -4.04 6.05
Cl 8.79 -5.07 7.19
H 7.03 -2.80 7.59
H 6.28 -2.63 6.00
H 8.59 -3.31 5.66
H 7.56 -4.67 5.22
Cl 4.36 5.34 -9.31
C 2.76 4.68 -9.73
C 2.11 5.44 -10.86
Cl 1.63 7.08 -10.37
H 2.15 4.69 -8.83
H 2.92 3.64 -10.03
H 1.20 4.92 -11.17
H 2.76 5.52 -11.72
*
```

The value obtained for the lowest unoccupied orbital energy is 0.0077 Ha. As for the frontier orbital gap: 7.96 eV. The value obtained for the relative energy (zero: lowest compared OMol25 entry of this formula, charge and spin) is 7.1 kcal/mol. The calculation puts the maximum force at 1.80 eV/Å. Its structure (SMILES) is O[C@@H](Cc1ccc2c(c1)Nc1ccccc1S2)C(F)(F)F.ClCCCl.ClCCCl.ClCCCl.ClCCCl.ClCCCl.ClCCCl.ClCCCl.ClCCCl. The calculation puts the molar mass at 1103.0 g/mol. The calculation puts the electronic energy at -255747.3049 eV.

Table of Mulliken atomic charges, one value per atom, all in e: -0.527, -0.001, -1.174, 0.995, -0.557, -0.768, 0.971, -1.257, -0.356, -0.173, -0.178, -0.494, -0.665, -0.322, -0.643, 0.990, -0.172, 0.673, -0.257, -0.300, -0.280, 0.322, 0.395, 0.586, -0.108, 0.473, 0.437, 0.547, 0.213, 0.439, 0.378, 0.353, 0.416, -0.105, -0.480, -0.124, -0.205, 0.385, 0.259, -0.083, 0.381, -0.184, -0.464, -0.177, -0.189, 0.373, 0.285, 0.303, 0.077, -0.136, -0.456, -0.452, -0.173, 0.271, 0.324, 0.310, 0.308, -0.110, -0.762, -0.226, -0.183, 0.430, 0.365, 0.370, 0.094, -0.139, -0.504, -0.459, -0.187, 0.334, 0.302, 0.325, 0.328, -0.082, -0.608, -0.411, -0.168, 0.384, 0.285, 0.312, 0.313, -0.195, -0.327, -0.146, -0.200, 0.330, 0.172, -0.016, 0.375, -0.173, -0.341, -0.430, -0.183, 0.222, 0.291, 0.292, 0.319



Entry from the OMol25 dataset: a structure of composition C20H50GaO13P4 at a distorted geometry (wB97M-V/def2-TZVPD).

ORCA input file:
```
! RIJCOSX wB97M-V def2-TZVPD def2/J DEFGRID3
* xyz -1 1
C -4.44 -7.82 -0.94
C -5.16 -6.38 -0.87
C -4.12 -5.21 -1.21
O -3.96 -4.23 -0.17
Ga -2.81 -4.82 1.21
C -2.48 -3.16 2.45
C -3.86 -2.58 3.06
O -4.60 -2.02 1.95
C -5.98 -2.00 2.18
O -6.65 -2.86 2.75
P -3.64 -6.68 2.39
C -2.30 -7.52 3.42
C -5.08 -6.18 3.52
P -0.64 -5.44 0.45
O -0.53 -5.33 -1.26
O 0.54 -4.41 1.18
H -4.55 -8.30 -1.97
H -3.33 -7.67 -0.73
H -4.86 -8.50 -0.13
H -6.01 -6.30 -1.64
H -5.53 -6.20 0.19
H -3.13 -5.69 -1.52
H -4.50 -4.66 -2.15
H -1.73 -3.38 3.27
H -2.01 -2.36 1.77
H -3.56 -1.81 3.85
H -4.36 -3.45 3.58
H -6.55 -1.10 1.75
H -2.81 -8.21 4.18
H -1.60 -8.18 2.81
H -1.67 -6.79 4.04
H -5.78 -5.44 3.00
H -5.65 -7.08 3.92
H -4.68 -5.63 4.44
H -0.13 -6.17 -1.56
H 0.49 -3.50 0.83
O 0.26 0.50 1.97
P 0.37 1.86 2.66
O -1.02 2.47 2.00
C -2.26 2.07 2.57
C -2.49 2.72 3.92
O 1.44 2.52 1.58
C 2.34 1.69 0.85
C 1.77 1.33 -0.51
O 0.47 3.35 3.49
C 1.26 3.33 4.69
C 2.72 3.01 4.42
H -2.30 0.98 2.64
H -3.04 2.39 1.87
H -1.78 2.34 4.66
H -3.50 2.50 4.28
H -2.35 3.80 3.86
H 2.60 0.80 1.43
H 3.27 2.25 0.72
H 0.74 0.97 -0.44
H 2.38 0.56 -0.99
H 1.75 2.22 -1.15
H 0.83 2.60 5.39
H 1.17 4.32 5.15
H 2.84 1.99 4.05
H 3.31 3.11 5.33
H 3.12 3.68 3.66
O 5.96 5.62 -3.70
P 4.58 5.19 -4.21
O 4.12 4.33 -2.87
C 3.67 5.05 -1.73
C 2.29 5.65 -1.97
O 5.10 3.92 -5.14
C 6.43 3.91 -5.66
C 7.36 3.12 -4.75
O 3.03 4.89 -4.87
C 2.60 5.82 -5.87
C 3.49 5.79 -7.10
H 4.40 5.82 -1.47
H 3.62 4.34 -0.90
H 2.33 6.44 -2.72
H 1.91 6.09 -1.04
H 1.59 4.90 -2.32
H 6.80 4.92 -5.83
H 6.40 3.42 -6.64
H 7.26 3.42 -3.70
H 8.40 3.25 -5.05
H 7.11 2.06 -4.79
H 2.58 6.83 -5.43
H 1.58 5.56 -6.14
H 4.50 6.15 -6.87
H 3.08 6.43 -7.89
H 3.59 4.78 -7.49
*
```

The value obtained for the lowest unoccupied orbital energy is -0.0097 Ha. As for the frontier orbital gap: 3.28 eV. The calculation puts the maximum force at 9.63 eV/Å. The calculation puts the molar mass at 692.2 g/mol. The calculation puts the electronic energy at -137698.2954 eV.

Table of Mulliken atomic charges, one value per atom, all in e: -0.832, -0.148, -0.249, -0.435, -0.407, -0.530, -0.444, -0.121, 0.063, -0.467, 0.444, -1.035, -1.058, 0.199, -0.519, -0.505, 0.311, 0.133, 0.303, 0.382, -0.036, 0.162, 0.208, 0.398, 0.085, 0.284, 0.211, 0.318, 0.342, 0.294, 0.243, 0.213, 0.354, 0.255, 0.317, 0.275, -0.701, 0.991, -0.379, -0.307, -1.033, -0.231, -0.469, -0.966, -0.262, -0.307, -1.026, 0.298, 0.316, 0.195, 0.443, 0.253, 0.398, 0.435, 0.316, 0.364, 0.083, 0.290, 0.358, 0.286, 0.426, 0.206, -0.749, 1.050, -0.298, -0.151, -1.029, -0.338, -0.355, -1.145, -0.249, -0.318, -1.042, 0.304, 0.092, 0.316, 0.439, 0.201, 0.363, 0.376, 0.296, 0.351, 0.291, 0.289, 0.366, 0.292, 0.422, 0.240